# 1
A 29-piece molecular cluster, H58O29 overall in a non-equilibrium geometry, computed with wB97M-V/def2-TZVPD.

Summary:
E_HOMO in eV: -10.9
Energy above the lowest of the compared OMol25 structures with the same formula, charge and spin in kJ/mol: 166.87
Electronic energy in eV: -60323.6257
Gap between HOMO and LUMO in eV: 10.8
LUMO level in eV: -0.13

Last column: Löwdin charge in e.
CARTESIAN COORDINATES (ANGSTROEM)
O1 3.07 -0.09 19.60  -0.093
H1 3.50 -0.30 20.49  0.055
H2 3.16 0.87 19.45  0.023
O2 5.24 -3.25 14.49  -0.055
H3 4.56 -3.77 14.94  0.032
H4 5.98 -3.15 15.14  0.078
O3 7.35 0.60 15.78  -0.080
H5 8.09 0.50 16.39  0.041
H6 6.82 1.30 16.20  -0.020
O4 0.46 -0.24 15.41  -0.055
H7 0.39 -0.89 16.12  0.021
H8 1.32 0.21 15.53  0.020
O5 2.32 -4.15 16.34  -0.060
H9 2.49 -3.47 17.01  0.022
H10 1.38 -4.28 16.17  0.011
O6 5.72 -0.79 12.40  -0.051
H11 5.94 -1.71 12.58  0.021
H12 6.30 -0.30 12.99  0.037
O7 4.00 -5.15 18.28  -0.090
H13 3.26 -4.96 17.61  0.035
H14 4.68 -5.62 17.79  0.039
O8 1.98 -1.53 17.57  -0.070
H15 2.44 -1.10 16.86  -0.010
H16 2.44 -1.18 18.38  0.026
O9 1.36 -7.74 15.81  -0.067
H17 1.44 -6.98 15.22  0.021
H18 0.41 -7.84 15.96  0.025
O10 -1.79 -1.34 14.14  -0.070
H19 -1.29 -2.04 13.71  0.008
H20 -1.13 -0.64 14.32  0.012
O11 0.51 -3.26 19.22  -0.051
H21 0.32 -4.01 18.64  0.041
H22 0.35 -2.47 18.67  0.009
O12 0.35 -2.58 22.07  -0.068
H23 -0.26 -3.04 21.48  0.017
H24 0.03 -2.71 22.98  0.040
O13 2.27 -1.53 12.88  -0.042
H25 3.07 -1.35 12.38  0.045
H26 2.04 -0.74 13.40  0.025
O14 5.79 -0.48 18.18  -0.043
H27 4.99 -0.76 18.63  0.005
H28 5.93 -1.06 17.41  0.036
O15 2.45 2.77 16.28  -0.037
H29 2.72 2.35 15.47  -0.001
H30 1.51 2.94 16.22  0.070
O16 0.30 -3.56 12.52  -0.051
H31 0.85 -2.76 12.45  0.004
H32 -0.30 -3.57 11.77  0.046
O17 4.07 -1.33 21.86  -0.073
H33 4.03 -2.21 21.45  -0.001
H34 3.35 -1.34 22.50  0.053
O18 3.71 -0.78 15.28  -0.035
H35 3.95 -1.63 14.92  0.004
H36 4.22 -0.71 16.11  0.040
O19 3.34 -3.14 20.29  -0.066
H37 2.43 -3.00 19.99  0.027
H38 3.55 -3.99 19.82  0.041
O20 6.51 -3.55 19.20  -0.060
H39 5.60 -3.84 19.04  -0.017
H40 6.41 -2.69 19.63  0.025
O21 3.15 2.66 18.91  -0.056
H41 2.99 2.61 17.95  0.002
H42 3.65 3.47 19.04  0.080
O22 0.58 2.75 20.37  -0.069
H43 1.37 2.61 19.81  0.002
H44 0.79 2.39 21.24  0.050
O23 4.54 -6.49 15.42  -0.052
H45 4.41 -7.43 15.31  0.037
H46 4.85 -6.19 14.54  0.054
O24 -0.04 -5.05 15.21  -0.034
H47 -0.89 -5.09 15.66  0.047
H48 -0.23 -4.75 14.32  0.022
O25 5.47 2.35 16.72  -0.057
H49 5.00 1.88 17.43  0.029
H50 4.88 3.08 16.43  0.069
O26 -1.07 -6.25 17.81  -0.046
H51 -1.49 -6.84 18.45  0.053
H52 -0.22 -6.67 17.61  0.025
O27 -1.39 -2.09 17.27  -0.052
H53 -1.37 -1.45 17.98  -0.003
H54 -1.85 -1.66 16.53  0.030
O28 -0.39 -0.08 19.23  -0.051
H55 -0.55 0.85 19.49  0.038
H56 0.50 -0.24 19.58  0.021
O29 3.03 1.55 13.86  -0.049
H57 2.66 1.84 13.02  0.075
H58 3.77 0.93 13.72  0.048

=====

# 2
C18H19BrCl2IO2W as an isolated structure, computed with wB97M-V/def2-TZVPD.

Summary:
E_HOMO in eV: -11.2
Energy above the lowest of the compared OMol25 structures with the same formula, charge and spin in kJ/mol: 11.47
Total charge: +1
Electronic energy in eV: -128074.4041
Gap between HOMO and LUMO in eV: 8.0
LUMO level in eV: -3.23

Last column: Löwdin charge in e.
CARTESIAN COORDINATES (ANGSTROEM)
W1 -1.60 -1.04 -0.44  0.752
Cl1 -3.84 -1.84 -0.63  0.606
C1 -3.53 -3.48 -1.38  -0.800
Cl2 -1.79 -3.69 -1.35  0.673
H1 -3.88 -3.43 -2.40  0.040
H2 -4.01 -4.23 -0.77  0.053
C2 1.06 -3.32 1.42  -0.019
C3 0.57 -1.89 1.64  -0.546
C4 0.71 -1.51 3.11  -0.043
C5 -0.84 -1.70 1.14  -0.284
C6 1.21 -0.88 0.68  -0.183
C7 1.81 0.30 1.11  -0.016
C8 2.27 1.24 0.21  -0.050
C9 2.11 1.05 -1.16  -0.068
C10 1.50 -0.11 -1.61  -0.061
C11 1.03 -1.07 -0.71  -0.137
H3 0.50 -4.02 2.04  0.094
H4 2.12 -3.40 1.68  0.101
H5 0.94 -3.63 0.38  0.066
H6 0.18 -2.24 3.73  0.095
H7 0.30 -0.53 3.32  0.087
H8 1.76 -1.52 3.42  0.098
H9 -1.77 -1.55 1.74  0.076
H10 1.94 0.48 2.17  0.113
H11 2.76 2.13 0.58  0.113
H12 2.47 1.79 -1.87  0.116
H13 1.39 -0.27 -2.67  0.117
H14 0.79 -2.06 -1.09  0.100
O1 -2.90 -1.67 -3.49  -0.016
C12 -1.92 -0.96 -3.45  -0.464
O2 -1.21 -0.66 -2.39  -0.352
H15 -1.49 -0.52 -4.36  0.146
Br1 -0.99 2.81 -2.72  0.794
C13 -0.32 3.34 -1.05  -0.742
C14 0.71 4.28 -1.01  -0.123
C15 1.22 4.69 0.21  -0.064
C16 0.72 4.17 1.39  -0.074
C17 -0.30 3.24 1.36  -0.151
C18 -0.81 2.83 0.14  -0.656
I1 -2.40 1.44 0.18  1.162
H16 1.09 4.69 -1.93  0.111
H17 2.01 5.42 0.23  0.119
H18 1.12 4.50 2.35  0.117
H19 -0.69 2.83 2.29  0.100